Entry 1:
Density functional theory data (wB97M-V/def2-TZVPD) for C5H7I2NO2 as an isolated structure.

Structure (ORCA input):
```
! wB97M-V def2-TZVPD RIJCOSX def2/J DEFGRID3
* xyz 0 1
C -1.035 0.341 1.895
C -2.256 -1.390 0.961
C -2.887 -1.596 -0.372
C 2.915 1.616 -1.639
C 1.781 1.302 -0.623
N -0.100 0.820 2.374
O -1.943 -2.258 1.687
O -2.080 0.017 1.290
I 2.944 1.223 1.400
I 0.997 -0.753 -0.974
H -4.050 -1.407 -0.218
H -2.690 -2.627 -0.645
H -2.518 -0.927 -1.174
H 2.516 2.402 -2.204
H 3.109 0.768 -2.450
H 3.950 1.731 -1.282
H 1.347 0.737 1.977
*
```

Properties
* ΔE to the lowest compared entry with this formula, charge and spin: 5.164 eV
* energy: -995.148484 Ha
* max |F|: 4.13 eV/Å
* gap between HOMO and LUMO (spin up / spin down): 7.38 / 7.37 eV
* lowest unoccupied orbital energy (spin up / spin down): 0.01 / 0.01 eV

natural (NBO) atomic charge list, values in e, 4 entries: atom 1 (C): 0.703, atom 2 (C): 0.815, atom 3 (C): -0.736, atom 4 (C): -0.780

=====

Entry 2:
Density functional theory data (wB97M-V/def2-TZVPD) for one molecule with the formula C5H7IN2.

Structure (ORCA input):
```
! wB97M-V def2-TZVPD RIJCOSX def2/J DEFGRID3
* xyz 0 1
C -2.875 -1.967 0.209
C -3.307 -0.757 0.704
C -1.060 -0.095 -0.106
C 1.362 0.608 -0.127
C -0.146 1.039 0.069
N -1.637 -2.364 -0.012
N -0.749 -1.326 -0.129
I -4.925 0.388 0.064
H -3.557 -2.794 0.321
H 1.593 -0.254 0.504
H 2.165 1.409 -0.270
H 1.291 0.031 -1.047
H -0.294 1.869 -0.612
H -0.625 1.482 1.016
H 0.164 -1.725 -0.194
*
```

Properties
* ΔE to the lowest compared entry with this formula, charge and spin: 6.004 eV
* energy: -601.699309 Ha
* max |F|: 3.12 eV/Å
* gap between HOMO and LUMO (spin up / spin down): 7.67 / 7.67 eV
* lowest unoccupied orbital energy (spin up / spin down): -0.20 / -0.20 eV

natural (NBO) atomic charge list, values in e, 4 entries: atom 1 (C): -0.144, atom 2 (C): -0.250, atom 3 (C): 0.263, atom 4 (C): -0.626

=====

Entry 3:
Density functional theory data (wB97M-V/def2-TZVPD) for C5H7IN2S as an isolated structure.

Structure (ORCA input):
```
! wB97M-V def2-TZVPD RIJCOSX def2/J DEFGRID3
* xyz 0 1
C -0.683 -1.898 0.570
C -0.345 -3.080 2.646
C -0.850 -1.048 1.725
C 1.360 1.545 -1.982
C -1.180 0.289 1.820
N -0.541 -1.833 2.864
N 1.838 1.072 -0.712
S -0.438 -3.515 0.890
I 1.741 -0.887 -0.330
H -0.785 -1.546 -0.461
H -0.197 -3.879 3.456
H 2.021 1.379 -2.737
H 0.469 1.132 -2.266
H 1.232 2.612 -1.748
H -1.551 0.911 0.941
H -0.945 0.839 2.739
*
```

Properties
* ΔE to the lowest compared entry with this formula, charge and spin: 4.153 eV
* energy: -999.931793 Ha
* max |F|: 3.61 eV/Å
* gap between HOMO and LUMO (spin up / spin down): 7.69 / 6.68 eV
* lowest unoccupied orbital energy (spin up / spin down): -0.74 / -0.68 eV

natural (NBO) atomic charge list, values in e, 4 entries: atom 1 (C): -0.477, atom 2 (C): -0.086, atom 3 (C): 0.013, atom 4 (C): -0.479

=====

Entry 4:
Density functional theory data (wB97M-V/def2-TZVPD) for one molecule with the formula C5H7IO.

Structure (ORCA input):
```
! wB97M-V def2-TZVPD RIJCOSX def2/J DEFGRID3
* xyz 0 3
C 0.478 -0.664 0.818
C -0.058 -1.139 -0.543
C 0.820 0.811 0.797
C 0.191 1.673 -0.172
C -1.180 -0.300 -1.029
O 1.482 1.303 -0.377
I -2.923 -0.090 0.109
H -0.278 -0.819 1.593
H 1.367 -1.240 1.086
H 0.745 -1.079 -1.285
H -0.334 -2.197 -0.436
H 1.203 1.205 1.735
H -0.189 2.672 -0.215
H -1.324 -0.135 -2.081
*
```

Properties
* ΔE to the lowest compared entry with this formula, charge and spin: 0.000 eV
* energy: -567.455432 Ha
* max |F|: 1.87 eV/Å
* gap between HOMO and LUMO (spin up / spin down): 7.22 / 8.83 eV
* lowest unoccupied orbital energy (spin up / spin down): 0.58 / -0.83 eV

natural (NBO) atomic charge list, values in e, 4 entries: atom 1 (C): -0.426, atom 2 (C): -0.523, atom 3 (C): 0.009, atom 4 (C): 0.075

=====

Entry 5:
Density functional theory data (wB97M-V/def2-TZVPD) for C5H7MgO3Tl as an isolated structure.

Structure (ORCA input):
```
! wB97M-V def2-TZVPD RIJCOSX def2/J DEFGRID3
* xyz 2 1
C 4.005 0.665 -2.113
C 3.495 0.868 -3.249
H 4.436 -0.209 -1.636
H 3.795 0.971 -4.283
H 1.865 0.181 -2.788
O 2.331 0.765 -0.530
Mg -0.758 -1.560 -1.809
O 0.921 -0.290 -1.918
C 1.277 0.098 -0.729
O 0.336 0.255 0.153
C -0.919 -0.592 0.080
C -2.084 0.322 0.397
H -0.754 -1.274 0.926
H -2.027 0.745 1.413
H -3.002 -0.283 0.350
H -2.204 1.132 -0.335
Tl 1.599 2.230 1.231
*
```

Properties
* energy: -792.250042 Ha
* max |F|: 4.87 eV/Å
* gap between HOMO and LUMO: 7.96 eV
* lowest unoccupied orbital energy: -9.10 eV

natural (NBO) atomic charge list, values in e, 4 entries: atom 1 (C): 0.032, atom 2 (C): -0.395, atom 3 (H): 0.268, atom 4 (H): 0.309

=====

Entry 6:
Density functional theory data (wB97M-V/def2-TZVPD) for one molecule with the formula C5H7N.

Structure (ORCA input):
```
! wB97M-V def2-TZVPD RIJCOSX def2/J DEFGRID3
* xyz 0 1
C 0.495 -1.085 0.142
C 1.113 -0.011 -0.724
C 0.534 1.184 -0.581
C -0.630 1.096 0.328
N -1.721 0.224 -0.041
C -0.706 -0.414 0.767
H 1.207 -1.418 0.914
H 0.209 -1.976 -0.424
H 1.956 -0.216 -1.375
H 0.854 2.094 -1.086
H -0.639 1.383 1.375
H -1.577 -0.046 -1.010
H -1.096 -0.815 1.716
*
```

Properties
* ΔE to the lowest compared entry with this formula, charge and spin: 2.573 eV
* energy: -249.378690 Ha
* SMILES string: C1=C[C@H]2N[C@H]2C1
* max |F|: 3.06 eV/Å
* gap between HOMO and LUMO: 9.86 eV
* lowest unoccupied orbital energy: 1.16 eV

natural (NBO) atomic charge list, values in e, 4 entries: atom 1 (C): -0.472, atom 2 (C): -0.160, atom 3 (C): -0.237, atom 4 (C): -0.153

=====

Entry 7:
Density functional theory data (wB97M-V/def2-TZVPD) for C5H7N as an isolated structure.

Structure (ORCA input):
```
! wB97M-V def2-TZVPD RIJCOSX def2/J DEFGRID3
* xyz 0 1
C 0.415 1.241 0.321
C 1.433 0.071 0.249
C 0.525 -1.106 0.126
C -0.913 -0.755 0.492
C -0.650 0.452 -0.415
N 0.324 -0.429 -1.200
H 0.764 2.113 -0.244
H 0.181 1.563 1.343
H 1.224 0.049 -1.451
H 0.930 -2.116 0.121
H -1.125 -0.561 1.547
H -1.640 -1.453 0.071
H -1.468 0.931 -0.960
*
```

Properties
* ΔE to the lowest compared entry with this formula, charge and spin: 4.918 eV
* energy: -249.292504 Ha
* max |F|: 0.64 eV/Å
* gap between HOMO and LUMO: 9.41 eV
* lowest unoccupied orbital energy: 1.09 eV

natural (NBO) atomic charge list, values in e, 4 entries: atom 1 (C): -0.517, atom 2 (C): -0.022, atom 3 (C): -0.168, atom 4 (C): -0.422

=====

Entry 8:
Density functional theory data (wB97M-V/def2-TZVPD) for one molecule with the formula C5H7N.

Structure (ORCA input):
```
! wB97M-V def2-TZVPD RIJCOSX def2/J DEFGRID3
* xyz 0 1
C -0.381 1.145 0.625
C -0.198 -0.150 0.255
C -0.213 1.695 -0.785
C -0.119 0.216 -1.222
C -0.210 -1.359 1.019
N -0.474 2.811 -1.247
H -0.550 1.617 1.587
H 0.903 -0.117 -1.637
H -0.835 -0.218 -1.850
H 0.043 -2.222 0.426
H -1.083 -1.521 1.512
H 0.603 -1.169 1.789
H -0.512 3.161 -2.202
*
```

Properties
* ΔE to the lowest compared entry with this formula, charge and spin: 2.509 eV
* energy: -249.381039 Ha
* SMILES string: [H]/N=C1/C=C(C)C1
* max |F|: 4.13 eV/Å
* gap between HOMO and LUMO: 9.84 eV
* lowest unoccupied orbital energy: 0.93 eV

natural (NBO) atomic charge list, values in e, 4 entries: atom 1 (C): -0.279, atom 2 (C): 0.086, atom 3 (C): 0.326, atom 4 (C): -0.489

=====

Entry 9:
Density functional theory data (wB97M-V/def2-TZVPD) for one molecule with the formula C5H7N.

Structure (ORCA input):
```
! wB97M-V def2-TZVPD RIJCOSX def2/J DEFGRID3
* xyz 0 1
C -0.261 -1.423 0.256
C 0.835 -0.977 -0.705
C -1.177 -0.248 0.143
N -0.404 0.798 -0.228
C -0.109 1.833 0.575
C 0.721 0.320 -0.946
H 0.140 -1.455 1.302
H -0.676 -2.416 0.072
H 1.560 -1.617 -1.174
H -2.173 -0.129 0.544
H -0.083 1.607 1.628
H 0.349 2.719 0.160
H 1.284 1.039 -1.522
*
```

Properties
* ΔE to the lowest compared entry with this formula, charge and spin: 4.117 eV
* energy: -249.321940 Ha
* max |F|: 1.49 eV/Å
* gap between HOMO and LUMO (spin up / spin down): 7.85 / 8.12 eV
* lowest unoccupied orbital energy (spin up / spin down): 0.89 / 0.87 eV

natural (NBO) atomic charge list, values in e, 4 entries: atom 1 (C): -0.489, atom 2 (C): -0.232, atom 3 (C): -0.043, atom 4 (N): -0.362